No. 1
124
Properties=species:S:1:pos:R:3:mulliken_charge:R:1 method="wB97M-V/def2-TZVPD" total_charge=0 fmax_ev_per_a=0.58 smiles="C=CC(=O)OC.COCCOC.COCCOC.COCCOC.COCCOC.COCCOC.COCCOC.COCCOC"
C 1.5374 -1.2533 -2.5709 -0.594
C 0.8225 -0.3895 -3.2714 -0.385
C -0.4617 0.1799 -2.7881 0.778
O -0.7882 1.3295 -2.9251 -0.599
O -1.2354 -0.7226 -2.1219 -0.286
C -2.5889 -0.8104 -2.5751 -0.854
H 1.2432 -1.4742 -1.5528 0.259
H 2.4002 -1.7363 -3.0068 0.262
H 1.1711 0.0098 -4.2165 0.420
H -3.0703 0.1672 -2.5830 0.348
H -3.1099 -1.4671 -1.8848 0.305
H -2.6352 -1.2478 -3.5730 0.363
C -0.0148 3.5223 2.5991 -0.356
O 1.3867 3.6963 2.4897 -0.436
C 2.1130 2.4914 2.6586 -0.432
C 2.4730 1.8496 1.3368 -0.125
O 1.3172 1.4020 0.6464 -0.334
C 0.9017 2.2725 -0.3935 -0.647
H -0.4833 4.4576 2.2947 0.234
H -0.3702 2.7171 1.9536 0.123
H -0.3043 3.3017 3.6315 0.195
H 1.5384 1.7785 3.2617 0.041
H 3.0285 2.7365 3.2058 0.506
H 3.1034 0.9747 1.5254 0.460
H 3.0484 2.5484 0.7209 -0.056
H 1.5864 2.1990 -1.2450 0.241
H 0.8568 3.3103 -0.0518 0.376
H -0.0879 1.9602 -0.7146 0.192
C 5.6527 4.6310 0.4905 -0.601
O 5.0219 4.0719 -0.6457 -0.407
C 3.8064 4.7176 -0.9948 0.165
C 3.9811 5.6613 -2.1625 -0.802
O 4.8142 6.7615 -1.8389 -0.377
C 6.1380 6.6344 -2.3185 -0.692
H 6.6443 4.1867 0.5610 0.253
H 5.7504 5.7161 0.4041 0.312
H 5.0943 4.3981 1.4046 0.201
H 3.3964 5.2526 -0.1316 0.369
H 3.0975 3.9350 -1.2761 -0.082
H 3.0014 6.0610 -2.4410 0.389
H 4.3825 5.1156 -3.0230 0.368
H 6.1750 6.7558 -3.4069 0.318
H 6.5725 5.6669 -2.0539 0.300
H 6.7256 7.4271 -1.8583 0.241
C -5.1976 -2.3686 -5.5792 -0.850
O -4.5951 -1.1242 -5.2754 -0.254
C -4.0832 -0.4442 -6.4101 -0.424
C -5.0033 0.6651 -6.8678 -0.594
O -6.2380 0.1644 -7.3488 -0.374
C -7.2998 0.2759 -6.4210 -0.681
H -5.7103 -2.7068 -4.6802 0.253
H -5.9220 -2.2765 -6.3918 0.369
H -4.4427 -3.1127 -5.8561 0.317
H -3.9106 -1.1475 -7.2313 0.356
H -3.1194 -0.0078 -6.1283 0.347
H -4.5218 1.2054 -7.6883 0.376
H -5.1679 1.3719 -6.0477 0.323
H -7.6147 1.3191 -6.3085 0.323
H -7.0226 -0.1196 -5.4405 0.280
H -8.1345 -0.3009 -6.8156 0.241
C 1.3674 -7.6258 -3.4147 -0.668
O 2.7681 -7.4407 -3.3485 -0.327
C 3.2627 -6.4836 -4.2690 -0.560
C 3.5262 -5.1471 -3.6097 -0.546
O 2.3302 -4.5374 -3.1556 -0.332
C 2.1189 -4.6975 -1.7624 -0.988
H 1.0815 -8.2327 -2.5570 0.178
H 0.8322 -6.6740 -3.3723 0.302
H 1.0842 -8.1548 -4.3315 0.327
H 2.5615 -6.3523 -5.1002 0.361
H 4.2020 -6.8709 -4.6753 0.359
H 3.9850 -4.4758 -4.3428 0.397
H 4.2302 -5.2762 -2.7808 0.334
H 2.8076 -4.0632 -1.1917 0.331
H 2.2499 -5.7335 -1.4470 0.566
H 1.0977 -4.3867 -1.5453 0.291
C 4.7719 -8.0305 2.6865 -0.643
O 3.6051 -7.6878 3.4093 -0.376
C 3.0926 -6.4062 3.0921 -0.559
C 1.9096 -6.4865 2.1532 -0.536
O 2.2789 -6.9889 0.8806 -0.209
C 1.9476 -8.3500 0.6808 -0.845
H 4.9685 -9.0847 2.8735 0.243
H 4.6417 -7.8750 1.6125 0.238
H 5.6320 -7.4453 3.0299 0.325
H 3.8738 -5.7797 2.6482 0.320
H 2.7710 -5.9363 4.0265 0.387
H 1.5053 -5.4796 2.0080 0.366
H 1.1231 -7.1059 2.5968 0.343
H 0.8662 -8.4756 0.5544 0.309
H 2.2839 -8.9727 1.5133 0.405
H 2.4486 -8.6706 -0.2318 0.212
C -4.9799 -0.5012 4.1009 -0.598
O -4.2200 -0.7906 2.9439 -0.379
C -3.9941 0.3357 2.1136 -0.868
C -2.6063 0.9067 2.2964 -0.445
O -2.4248 1.4485 3.5968 0.167
C -1.6966 0.6011 4.4638 -0.838
H -4.9381 -1.3798 4.7424 0.242
H -4.5777 0.3583 4.6436 0.192
H -6.0262 -0.3017 3.8442 0.325
H -4.7419 1.1118 2.3095 0.352
H -4.1062 0.0108 1.0747 0.401
H -2.4637 1.7170 1.5747 0.298
H -1.8523 0.1398 2.0920 0.419
H -0.6356 0.5779 4.1885 0.168
H -2.0894 -0.4185 4.4548 0.381
H -1.7883 1.0103 5.4694 0.242
C -0.7651 7.0395 5.5092 -0.665
O -1.4425 6.6240 6.6801 -0.394
C -2.7737 7.1003 6.7719 -0.506
C -3.7809 6.0404 6.3807 -0.455
O -3.6766 5.6939 5.0125 -0.411
C -2.9606 4.4936 4.7835 -0.668
H 0.1647 6.4756 5.4563 0.211
H -1.3549 6.8416 4.6106 0.304
H -0.5282 8.1083 5.5517 0.345
H -2.9086 7.9866 6.1427 0.302
H -2.9497 7.3921 7.8118 0.388
H -4.7899 6.4293 6.5493 0.413
H -3.6484 5.1554 7.0126 0.294
H -3.5463 3.6190 5.0841 0.310
H -2.0079 4.4895 5.3199 0.339
H -2.7641 4.4233 3.7156 0.170


No. 2
115
Properties=species:S:1:pos:R:3:mulliken_charge:R:1 method="wB97M-V/def2-TZVPD" total_charge=+2 e_above_lowest_kj_mol=437.69 fmax_ev_per_a=2.99
O -1.1474 -0.3532 -0.5883 -1.080
H -1.7789 -1.0029 -0.9539 0.130
C -2.3727 -1.7024 4.9612 -1.171
C -1.0628 -2.0244 5.7371 -0.866
C 0.0543 -2.6593 4.8829 -0.330
C 0.6123 -1.7296 3.7369 -1.185
P 2.2623 -2.0448 3.1424 0.789
C 2.2688 -3.3113 1.7527 -1.038
C 1.8224 -4.7346 2.2571 -0.225
C 1.8726 -5.7782 1.1568 -0.863
C 0.9720 -5.4509 -0.1194 -1.167
C 3.4135 -2.7045 4.4314 -1.734
C 3.6616 -1.8889 5.7195 -0.377
C 4.3887 -2.7093 6.8256 -0.871
C 5.7626 -3.2934 6.5256 -1.078
C 2.9822 -0.5760 2.4103 -1.387
C 4.5873 -0.5067 2.2140 -0.517
C 4.9825 0.8953 1.7322 -0.445
C 6.4753 0.9844 1.4156 -1.312
H -2.1082 -0.8907 4.2835 0.318
H -3.2323 -1.4761 5.5920 0.366
H -2.6713 -2.5492 4.3432 0.321
H -1.1683 -2.7140 6.5746 0.434
H -0.7413 -1.1299 6.2707 0.369
H -0.2293 -3.6090 4.4295 0.289
H 0.9133 -2.7546 5.5471 0.183
H 0.6294 -0.6910 4.0673 0.612
H 0.0061 -1.7702 2.8319 0.732
H 3.2970 -3.4246 1.4093 0.597
H 1.6236 -3.0196 0.9240 0.727
H 0.7616 -4.7590 2.5065 0.124
H 2.4564 -5.0915 3.0688 0.168
H 1.5343 -6.7631 1.4786 0.415
H 2.8443 -6.0978 0.7804 0.439
H 1.3108 -4.5796 -0.6798 0.266
H 0.0706 -5.0232 0.3196 0.341
H 0.6994 -6.2805 -0.7718 0.374
H 4.4006 -2.8565 3.9948 0.714
H 2.9159 -3.6614 4.5894 0.768
H 2.8140 -1.4239 6.2230 0.453
H 4.4021 -1.1165 5.5116 0.308
H 3.8046 -3.5929 7.0828 0.324
H 4.2707 -2.1251 7.7382 0.456
H 6.2416 -3.9418 7.2593 0.400
H 6.4338 -2.4496 6.3658 0.280
H 5.6012 -3.8832 5.6233 0.249
H 2.6699 0.2141 3.0931 0.605
H 2.4203 -0.3652 1.5004 0.813
H 4.9865 -1.3174 1.6045 0.423
H 5.0229 -0.7154 3.1911 0.174
H 4.7124 1.6371 2.4838 0.327
H 4.4517 1.2022 0.8310 0.350
H 7.1026 1.0462 2.3048 0.326
H 6.7536 1.7835 0.7286 0.373
H 6.8103 0.0658 0.9339 0.339
C 3.7757 -1.1707 -4.1893 -1.418
C 2.3705 -0.9471 -4.6992 -0.326
N 1.9908 0.4765 -5.2731 0.255
C 2.3975 1.3943 -4.1623 -1.262
C 2.8472 0.7842 -6.5452 -0.380
C 2.9001 2.2892 -6.9530 -1.234
C 0.4506 0.7379 -5.4704 -0.670
C -0.2205 -0.0647 -6.6085 -0.899
O 0.1069 -1.4421 -6.7611 -0.369
C -0.5949 -2.2540 -5.7850 -0.678
H 4.5795 -0.8322 -4.8430 0.355
H 3.8417 -2.2450 -4.0170 0.401
H 4.0783 -0.7455 -3.2324 0.387
H 1.7194 -1.1046 -3.8393 0.444
H 2.1276 -1.7027 -5.4462 0.383
H 1.9050 1.1349 -3.2251 0.517
H 2.0607 2.4092 -4.3735 0.459
H 3.4635 1.3809 -3.9353 0.406
H 2.4210 0.1374 -7.3120 0.457
H 3.8569 0.4144 -6.3666 0.322
H 3.2962 2.4513 -7.9555 0.388
H 3.6122 2.8876 -6.3848 0.363
H 1.9549 2.8282 -6.8894 0.294
H 0.2477 1.8071 -5.5325 0.489
H -0.0475 0.6149 -4.5087 0.577
H -0.0035 0.3899 -7.5751 0.345
H -1.3063 -0.0804 -6.5139 0.510
H -0.2933 -3.2916 -5.9275 0.226
H -1.6760 -2.1355 -5.8584 0.331
H -0.2930 -1.8422 -4.8220 0.303
C -3.8109 6.1109 -1.0219 -1.251
C -4.2083 4.6078 -0.6904 -0.367
N -5.6839 4.0781 -1.0928 0.213
C -6.6548 5.0981 -0.4815 -1.333
C -5.8862 4.0364 -2.6666 -0.297
C -7.3602 3.7298 -3.1292 -1.211
C -5.8636 2.6325 -0.4561 -0.655
C -6.3503 2.6506 1.0531 -0.597
O -7.5800 3.2300 1.2224 -0.344
C -8.0714 3.5076 2.4931 -0.831
H -4.0006 6.4897 -2.0262 0.314
H -2.7275 6.1748 -0.9205 0.396
H -4.3226 6.7353 -0.2896 0.368
H -3.9884 4.4086 0.3585 0.355
H -3.6216 3.9176 -1.2967 0.460
H -6.5395 5.1982 0.5978 0.393
H -7.6800 4.7790 -0.6693 0.422
H -6.4118 5.9948 -1.0515 0.526
H -5.2738 3.2832 -3.1624 0.309
H -5.6531 5.0222 -3.0690 0.325
H -7.7096 2.7165 -2.9312 0.373
H -7.4807 3.8124 -4.2094 0.410
H -8.1570 4.3312 -2.6915 0.335
H -4.9721 2.0263 -0.6170 0.449
H -6.5869 2.2006 -1.1477 0.340
H -5.5414 3.1595 1.5773 0.407
H -6.3180 1.6462 1.4755 0.545
H -8.0048 4.5555 2.7856 0.296
H -7.5367 3.0051 3.2991 0.368
H -9.1408 3.2964 2.4886 0.276


No. 3
118
Properties=species:S:1:pos:R:3:mulliken_charge:R:1 method="wB97M-V/def2-TZVPD" total_charge=0 e_above_lowest_kj_mol=0.00 fmax_ev_per_a=3.20 smiles=CCN(CC)CC.CCN(CC)CC.CCN(CC)CC.CCN(CC)CC.CCN(CC)CC.ClCCCl
Cl 11.8027 13.6322 12.5536 -0.223
C 12.7422 13.4470 14.0204 1.738
C 12.5657 12.0517 14.6152 1.446
Cl 13.0831 10.8394 13.4521 -0.130
H 12.2404 14.1091 14.6932 -1.254
H 13.7488 13.7210 13.7601 -0.739
H 11.5316 11.8138 14.8217 -0.799
H 13.1290 12.0299 15.5298 -0.445
C 8.7940 10.8882 12.6631 -0.600
C 7.9474 9.6336 12.9684 -0.699
N 8.4434 8.4260 12.3349 0.087
C 9.8721 8.0938 12.6890 -0.283
C 10.1447 7.9465 14.1904 -0.927
C 7.5673 7.3756 12.5972 -0.461
C 7.6604 6.1257 11.7169 -1.297
H 9.6104 11.0389 13.4198 -0.259
H 8.1716 11.7306 12.9974 0.423
H 9.1769 10.9058 11.6534 0.369
H 7.8508 9.5017 14.0561 0.442
H 6.8485 9.8168 12.7515 0.418
H 10.0689 7.1773 12.1691 0.469
H 10.5047 8.8971 12.2976 -0.125
H 9.4618 7.3235 14.7469 0.352
H 11.1109 7.4603 14.2410 0.391
H 10.1192 8.9274 14.6367 0.041
H 6.5563 7.7114 12.3723 0.435
H 7.5280 7.0115 13.6322 0.305
H 7.7236 6.4698 10.6629 0.317
H 6.8340 5.4114 11.9114 0.399
H 8.6571 5.6350 11.9096 0.252
C 13.1131 14.4766 17.4220 -0.767
C 11.7457 15.1136 17.3258 -1.244
N 10.7825 14.5639 16.3726 0.884
C 9.6048 15.4872 16.2114 -0.314
C 9.8015 16.7043 15.2878 -1.329
C 10.3526 13.2657 16.9103 0.229
C 9.3241 12.4847 16.0440 -1.966
H 13.7618 15.0702 18.0767 0.605
H 13.6205 14.4354 16.4672 -0.125
H 13.0946 13.4614 17.7918 0.234
H 11.2955 15.1869 18.3092 0.485
H 11.8918 16.1145 16.9355 0.427
H 8.8014 14.8875 15.7508 0.252
H 9.2508 15.8891 17.1904 0.266
H 10.6325 17.3821 15.5767 0.327
H 9.9735 16.5213 14.2431 0.259
H 8.8822 17.3324 15.4314 0.399
H 9.9752 13.3697 18.0126 0.417
H 11.2894 12.6564 16.9391 -0.261
H 9.2295 11.4617 16.3507 0.469
H 9.5543 12.6036 14.9798 0.396
H 8.3482 12.9126 16.1965 0.511
C 15.3875 14.7363 11.1754 -1.129
C 16.4070 14.9810 12.3232 -0.677
N 15.8716 15.5490 13.5191 1.174
C 16.9015 15.7531 14.5308 -0.817
C 17.8310 17.0085 14.3604 -1.474
C 15.0006 16.6352 13.2064 -0.770
C 14.3712 17.4767 14.3237 -1.155
H 14.9083 15.5780 10.6346 0.388
H 14.5739 14.0328 11.4752 0.109
H 15.7561 14.1712 10.3107 0.421
H 16.8777 14.0268 12.5053 0.245
H 17.1970 15.6482 11.9750 0.379
H 16.4864 15.9012 15.4755 0.476
H 17.5112 14.8695 14.6293 0.245
H 18.4795 16.9672 13.5349 0.367
H 17.1698 17.8675 14.3490 0.277
H 18.4814 17.0828 15.2120 0.484
H 14.1581 16.1834 12.6483 0.338
H 15.5417 17.3526 12.5619 0.395
H 13.5350 16.9070 14.7693 0.005
H 13.8853 18.2769 13.8099 0.421
H 15.1428 17.8038 14.9746 0.372
C 11.8779 12.1002 8.8005 -1.489
C 12.9752 11.6337 9.7809 0.844
N 13.6056 10.3633 9.3473 0.161
C 12.8989 9.2309 9.8418 0.335
C 13.3827 7.9153 9.3126 -1.629
C 15.0420 10.3350 9.6609 -1.294
C 15.4210 10.2767 11.1265 -0.362
H 12.3048 12.3788 7.8660 0.431
H 11.4252 13.0935 9.1044 0.300
H 11.0353 11.4030 8.7406 0.284
H 13.8372 12.3380 9.7831 -0.209
H 12.5543 11.4726 10.7870 -0.151
H 13.0869 9.2478 10.9294 -0.148
H 11.8323 9.4019 9.7011 0.378
H 14.3588 7.6122 9.6338 0.311
H 12.6000 7.1419 9.4781 0.396
H 13.4620 7.9500 8.2163 0.361
H 15.5222 11.1544 9.1390 0.435
H 15.5064 9.4732 9.1727 0.419
H 15.0120 11.0678 11.7276 -0.181
H 16.4372 10.4446 11.2797 0.696
H 15.1080 9.3359 11.5364 0.277
C 13.9614 9.8718 18.2896 -1.208
C 15.1567 9.7548 17.2905 -0.526
N 15.3621 11.0446 16.6798 0.921
C 15.8596 12.0791 17.5949 -0.804
C 17.2947 11.7751 18.2468 -1.607
C 16.2005 10.8406 15.4881 -1.074
C 16.6765 12.1051 14.8581 -0.932
H 14.2570 10.5784 19.0451 0.356
H 13.7709 8.9251 18.7896 0.416
H 13.0710 10.2159 17.7987 0.140
H 16.0719 9.3598 17.8070 0.354
H 14.9673 9.1270 16.3934 0.385
H 15.9341 13.0274 17.0679 0.236
H 15.1239 12.1665 18.3644 0.621
H 18.0310 11.5432 17.4881 0.293
H 17.6175 12.7244 18.7468 0.418
H 17.3173 11.0141 19.0552 0.339
H 15.5959 10.2639 14.7733 0.458
H 17.1048 10.2742 15.7260 0.359
H 17.3638 11.9983 14.0263 0.611
H 17.2813 12.7206 15.5365 0.290
H 15.7699 12.5738 14.4247 -0.081


Number 1: total energy -67166.6861 eV. Number 2: total energy -52824.9387 eV. Number 3: total energy -66957.8099 eV.